{"formula": "C44H112N8O14", "method": "ωB97M-V/def2-TZVPD", "orbital_gap_ev": [7.6818, 2.3135], "total_charge": 1, "s_squared": 0.75, "multiplicity": 2, "max_force_ev_per_a": 4.7, "elements": ["O", "O", "O", "O", "O", "O", "O", "O", "O", "O", "O", "O", "O", "O", "N", "N", "N", "N", "N", "N", "N", "N", "C", "C", "C", "C", "C", "C", "C", "C", "C", "C", "C", "C", "C", "C", "C", "C", "C", "C", "C", "C", "C", "C", "C", "C", "C", "C", "C", "C", "C", "C", "C", "C", "C", "C", "C", "C", "C", "C", "C", "C", "C", "C", "C", "C", "H", "H", "H", "H", "H", "H", "H", "H", "H", "H", "H", "H", "H", "H", "H", "H", "H", "H", "H", "H", "H", "H", "H", "H", "H", "H", "H", "H", "H", "H", "H", "H", "H", "H", "H", "H", "H", "H", "H", "H", "H", "H", "H", "H", "H", "H", "H", "H", "H", "H", "H", "H", "H", "H", "H", "H", "H", "H", "H", "H", "H", "H", "H", "H", "H", "H", "H", "H", "H", "H", "H", "H", "H", "H", "H", "H", "H", "H", "H", "H", "H", "H", "H", "H", "H", "H", "H", "H", "H", "H", "H", "H", "H", "H", "H", "H", "H", "H", "H", "H", "H", "H", "H", "H", "H", "H", "H", "H", "H", "H", "H", "H"], "xyz": [[0.089109, 2.463439, 1.261106], [-1.683638, 7.106215, 0.657709], [-0.381666, -5.720340, 2.812953], [0.071440, 3.421492, -6.162905], [3.527500, 0.275064, -0.465158], [-3.796991, -1.883887, -0.046372], [-0.679237, 0.162105, 5.188411], [5.059164, -2.504502, -4.093173], [1.738879, -4.304589, -0.613122], [-1.380751, -2.573287, -3.710674], [-3.256770, 4.476393, -3.216442], [3.414972, 0.590284, 5.250753], [5.710224, -6.700908, 1.320213], [-7.165778, 1.559913, 1.310310], [-4.869417, 2.607164, -0.540190], [4.046174, 0.324752, -3.481488], [-1.059734, 7.184010, 4.265808], [1.221709, 2.365598, 5.640649], [-0.055251, 0.149412, -4.336988], [-2.554816, 0.650323, -0.511928], [-2.669443, -3.367411, 2.188511], [4.155092, -5.836824, -1.056046], [3.373421, -0.751669, -4.236821], [-0.180929, 2.489914, 5.303924], [-2.887841, 4.390903, -4.609329], [6.080703, -3.315343, -4.631959], [2.277454, -4.636728, -1.904189], [-0.825462, 2.167130, 0.244044], [2.533578, 0.681753, -1.395565], [-0.619968, -1.736075, -2.800184], [-0.785628, 1.378505, 4.471886], [-3.810687, 3.269314, -2.691470], [-4.550972, -1.974160, 1.187954], [1.017700, -6.043562, 2.955654], [-0.323120, 1.533496, -4.764215], [-1.602046, 0.838172, 0.552120], [-0.867833, -4.540422, 3.434262], [0.888700, 3.623876, 1.071177], [-5.112943, 2.888274, 0.867254], [5.655882, -6.068950, -1.090678], [-1.259052, 6.641630, 2.959174], [4.322612, -1.707321, -5.004830], [0.546359, 2.104783, -5.908406], [-1.233704, -0.902371, 4.402175], [-4.182429, -2.879117, -0.971963], [-1.704165, 7.724953, 1.910352], [-5.763979, 1.699626, 1.553417], [4.707355, 0.165925, 5.593595], [2.146361, -3.149354, 0.084347], [3.130872, 1.209379, -2.706178], [-0.773921, -0.398547, 0.753788], [5.927020, -7.642409, 2.362769], [-4.126327, -3.209820, 1.965494], [-4.191374, 3.680354, -1.290416], [-0.809491, -0.260145, -3.165010], [2.082377, 2.468386, 4.491107], [5.957680, -7.147816, -0.038956], [-1.391054, -3.962577, -3.450467], [3.486354, 1.890152, 4.586340], [-2.007534, 8.049567, -0.351257], [3.004729, 0.200159, 0.865346], [-2.362867, -4.488169, 3.123022], [3.771839, -4.761322, -1.923821], [-2.281834, 5.479426, 3.066530], [0.744948, 4.112153, -7.192548], [-7.634506, 0.250825, 1.398047], [3.696728, -2.364870, -5.608156], [3.642962, 2.151581, -2.510906], [-4.139038, 3.022455, 1.338009], [-1.837620, 1.560394, 4.252051], [1.566391, -5.273312, 2.413657], [-4.661312, 2.932871, -3.284210], [-7.499426, -0.225531, 2.369095], [1.817412, 4.278649, -7.091626], [-0.381017, 6.584767, 4.713403], [-3.307013, 4.024188, -0.753954], [1.316812, 1.432816, 6.016097], [0.483171, 1.397507, -6.735368], [2.153125, 3.537119, 4.288860], [-5.745498, 2.430518, -1.010688], [1.706251, 3.367346, 0.397455], [0.044293, -0.269952, 1.462373], [3.201755, -3.038399, 0.333180], [-2.206810, 7.593496, -1.321001], [1.221510, -7.024747, 2.526875], [0.535927, 3.509362, -8.076320], [-0.969244, 8.526566, 1.983776], [1.361415, -6.011518, 3.989553], [4.798707, -0.800529, 6.089301], [-0.576471, 8.069202, 4.211203], [-3.278825, 5.808139, 3.359888], [-0.690023, -4.530380, 4.509611], [6.799027, -2.748439, -5.224187], [1.737968, 1.899344, 3.627588], [6.007257, -6.368487, -2.078051], [-3.122045, -0.154129, -0.285635], [-0.761558, -1.064775, 3.433261], [-3.180977, 1.441726, -0.470644], [-0.797477, -2.038600, -1.768162], [-4.446444, -4.160590, 1.539276], [-7.161794, -0.414733, 0.675773], [-4.528594, -3.050925, 2.966011], [1.867236, -2.222401, -0.416591], [-2.711185, 8.121244, 2.040599], [6.153136, -5.163465, -0.742923], [-0.216009, 2.200320, -3.908656], [-2.565915, -5.373955, 2.521156], [4.123877, 2.606010, 5.105204], [0.436289, -1.981135, -2.911390], [-1.512448, 3.012646, 0.279296], [-2.430813, 4.755138, 2.265708], [-2.242939, 5.224449, -4.887563], [2.640999, 1.204037, 1.084516], [-2.301905, 3.513564, -4.883281], [-4.854400, 4.544094, -1.340091], [-0.253221, -0.541240, -0.193116], [-5.631455, -1.929706, 1.051269], [2.726150, -1.390954, -3.636446], [1.789460, -5.548271, -2.249223], [-3.870918, -3.839240, -0.560599], [-0.317225, -3.755136, 2.916313], [-5.238006, -2.739280, -1.204965], [-0.779617, 2.481878, 6.214755], [-0.381063, -4.364485, -3.369907], [-1.417378, -1.236564, 1.021720], [-0.311705, 1.275770, 3.495689], [-0.296166, 2.167897, -0.708820], [-3.072263, 2.469274, -2.638940], [4.989184, -8.167992, 2.542538], [-3.765233, 4.449873, -5.253379], [5.063007, -1.257057, -5.666035], [-5.250960, 0.764464, 1.328991], [6.585005, -3.839664, -3.820260], [-1.960843, 4.868915, 3.910537], [-0.362082, 3.470739, 4.864289], [5.194607, 0.125927, 4.619385], [3.733754, -0.133719, 1.603692], [4.565096, -0.117863, -2.736560], [6.728952, -8.359000, 2.185257], [-0.458811, -0.370900, -5.102831], [0.219426, 5.051585, -7.363969], [4.224269, -3.832937, -1.575218], [-2.931279, 8.601102, -0.176311], [4.186754, -4.845400, -2.928254], [-2.285906, -3.646867, 1.296936], [5.227501, 0.883738, 6.227859], [2.739774, -0.222869, -4.948823], [-3.637348, -2.681658, -1.895004], [-3.026847, -4.514594, 3.987041], [-1.211937, 8.780777, -0.494321], [-2.142717, 0.957950, 1.490962], [1.672218, -3.032041, 1.058794], [1.817435, 1.325789, -0.885207], [-8.716711, 0.182804, 1.287172], [-5.655244, 1.854608, 2.626860], [2.329117, 1.543003, -3.364954], [3.826783, -5.675888, -0.114541], [-2.302761, -0.902776, 4.189518], [-0.415359, 0.408935, -2.400093], [-0.921945, -1.852170, 4.836679], [6.931797, -7.620212, -0.165613], [1.585505, 2.186856, -5.589756], [-1.952125, -4.179800, -2.541557], [5.617963, -4.001422, -5.341377], [-0.335640, 6.212901, 2.569795], [-1.873888, -0.055533, -3.280279], [1.984037, -0.218111, -1.671891], [0.336328, 4.513901, 0.769789], [-1.379740, 1.701967, -4.972239], [6.293584, -7.187947, 3.283198], [1.370069, 3.846198, 2.023523], [-5.761470, 3.755596, 0.990806], [2.008421, -3.789867, -2.535498], [-4.387113, -1.050132, 1.742406], [3.950419, 1.687974, 3.621006], [-1.832592, -4.501869, -4.288503], [5.242997, -7.949941, -0.223181], [2.165455, -0.493190, 0.920063]], "forces_ev_per_a": [[0.76, -0.17, 1.13], [-0.08, 0.21, -1.10], [0.61, -1.78, 0.23], [0.07, -0.35, 0.69], [0.68, -0.20, 0.34], [-0.86, 0.31, 0.91], [-0.69, -0.90, -0.86], [0.07, -0.12, 1.49], [0.38, -1.53, 0.41], [0.05, 0.66, 0.00], [0.52, -0.48, -1.30], [-0.64, 1.07, 0.51], [0.73, 1.01, -1.50], [0.21, 0.58, -0.62], [0.44, 0.01, -0.60], [-0.54, -0.52, 1.08], [0.28, 0.45, 0.73], [0.22, -0.86, 0.49], [0.13, -0.09, -1.73], [0.26, 0.16, -0.31], [-0.33, 0.90, 0.51], [3.83, 2.65, -0.88], [0.81, 0.52, -0.47], [-0.75, 0.26, 0.25], [-0.07, 0.24, 0.32], [-0.77, 0.36, -0.71], [-1.18, 2.10, 0.66], [-0.31, -0.24, 0.80], [0.14, -1.23, -0.46], [0.27, -0.76, -0.79], [0.17, -0.01, -0.51], [0.49, 0.88, 0.26], [1.14, -0.21, -0.59], [-1.05, 1.20, -0.03], [-0.06, 0.85, 1.07], [0.37, 1.11, 0.50], [0.28, -0.38, -0.55], [0.14, -0.71, 0.40], [-0.46, -0.77, -0.71], [-0.86, -1.62, 1.89], [-1.61, -0.52, -2.06], [0.00, 0.19, 0.25], [-0.39, -0.10, 1.11], [1.26, -0.84, 0.12], [0.46, 0.75, -0.11], [0.49, -1.23, 1.13], [-0.34, -0.09, 0.88], [0.56, 0.35, -0.85], [0.06, 1.37, -0.11], [0.03, 0.83, -0.31], [1.03, 0.34, -0.73], [0.08, -0.65, 0.11], [0.78, -0.01, 1.10], [-1.02, -0.15, 0.81], [0.02, 0.28, 0.47], [0.36, -0.40, -1.03], [-0.79, -1.04, 0.97], [0.30, 0.42, 0.07], [-0.08, -0.75, 1.57], [-0.13, 0.07, -0.60], [-0.25, 0.41, -0.74], [-0.09, 0.28, -1.64], [-0.76, -0.98, -0.45], [-0.01, -0.17, 0.84], [-1.08, -0.64, -0.95], [-0.28, -0.82, 0.33], [-0.21, -0.10, -0.25], [0.46, -0.11, 0.18], [-0.03, 0.31, 0.19], [-0.30, 0.37, 0.11], [0.43, 0.02, -0.18], [-0.23, -0.03, -0.07], [0.51, 0.19, 0.50], [0.05, -0.15, 0.46], [-0.10, -0.16, 0.51], [0.15, -0.19, 0.04], [0.30, -0.20, 0.32], [-0.01, 0.30, -0.65], [0.14, 0.00, -0.62], [-0.21, -0.17, 0.07], [0.01, 0.36, -0.53], [-0.33, 0.11, 0.41], [0.50, -0.47, -0.38], [0.40, -0.62, 0.19], [-0.32, 0.10, 0.00], [0.54, 0.13, -0.58], [0.08, 0.42, -0.21], [-0.17, -0.12, 0.20], [-0.77, -0.06, -0.15], [-0.04, 0.35, -0.07], [0.01, 0.44, -0.07], [0.26, 0.00, 0.09], [0.23, 0.26, 0.19], [-0.95, 0.38, -0.40], [-0.29, 0.13, 0.02], [-0.09, -0.20, -0.26], [0.22, 0.95, -0.41], [-0.49, 0.06, -0.36], [-0.78, 0.51, 0.22], [-0.91, 0.09, -0.05], [0.04, 0.04, -0.35], [-0.44, -0.45, 0.05], [-0.02, -0.02, -0.56], [-0.08, 0.11, 0.68], [-0.27, 0.53, -0.26], [0.47, 0.05, 0.32], [-0.07, -0.66, 0.51], [0.34, -0.32, 0.50], [0.49, -0.02, -0.40], [-0.61, -0.05, -0.66], [0.48, 0.47, -0.57], [-0.11, 0.22, 0.45], [-0.15, -0.04, 0.61], [-0.19, -0.24, 0.37], [0.00, 0.36, -0.19], [-0.06, -0.61, -0.29], [-0.16, -0.56, -0.51], [-0.25, -0.11, 0.24], [-0.06, 0.12, 0.19], [-0.56, -0.41, -0.36], [-0.25, 0.80, 0.44], [-0.21, -0.67, 0.11], [0.25, 0.14, 0.36], [0.31, 0.00, 0.26], [0.19, -0.10, -0.08], [0.25, -0.01, -0.16], [-0.21, -0.32, -0.46], [0.18, -0.16, -0.21], [0.10, -0.17, 0.18], [-0.24, -0.15, 0.03], [-0.25, 0.67, -0.10], [0.14, 0.02, -0.39], [-0.05, 0.06, -0.05], [0.10, -0.12, 0.17], [-0.03, -0.02, -0.34], [0.98, -0.31, 0.10], [0.36, 0.20, -0.39], [0.73, -0.21, -0.08], [-0.08, -0.18, -0.73], [0.32, -0.66, -0.31], [0.17, 0.08, 0.33], [0.20, 0.34, 0.59], [-0.15, 0.07, 0.64], [-0.03, -0.38, -0.05], [0.36, 0.16, -0.16], [0.01, 0.23, 0.05], [-0.16, -0.37, -0.18], [0.14, -0.04, 0.03], [0.19, 0.40, 0.03], [0.20, 0.08, 0.13], [0.02, 0.60, 0.53], [-0.49, -0.85, -0.10], [0.02, 0.57, -0.35], [0.02, 0.56, -0.47], [0.12, 0.00, 0.31], [-0.37, -0.36, 0.01], [-0.80, -0.79, 0.76], [-0.21, 0.44, 0.50], [-0.36, -0.36, 0.62], [-0.50, 0.07, 0.81], [0.30, 0.46, 0.06], [0.25, -0.28, 0.03], [0.02, -0.15, 0.17], [0.11, -0.56, -0.03], [0.20, 0.02, -0.37], [-0.23, 0.04, 0.21], [-0.52, -0.30, 0.00], [-0.20, -0.08, -0.32], [-0.26, -0.29, -0.62], [-0.51, 0.72, -0.18], [-0.18, -0.06, 0.12], [0.11, 0.36, 0.33], [0.05, -0.17, -0.62], [0.73, -0.13, 0.10], [-0.21, 0.37, -0.39], [-0.26, 0.37, -0.04], [-0.09, -0.36, -0.17], [-0.22, -0.03, -0.06]]}